Below is C16H32GeO8V as an isolated structure in a non-equilibrium geometry, with properties calculated with ωB97M-V with the def2-TZVPD basis set.

Computed properties:
- Kohn-Sham gap (spin up / spin down): 8.7684 / 9.0222 eV
- LUMO (spin up / spin down): -0.2904 / -0.2815 Eh
- Expectation value of S²: 0.762
- Total charge: +2
- Energy above the lowest of the compared OMol25 structures with the same formula, charge and spin: 0.0 kcal per mole
- 2S+1: 2

Geometry as XYZ:
```
58
Properties=species:S:1:pos:R:3:forces:R:3
V -0.251 -0.430 0.270 -0.367 1.275 0.197
C 3.023 1.238 1.748 0.029 0.042 0.003
C 2.726 -0.165 1.269 -0.561 -0.046 -0.145
C 2.560 -1.150 2.408 0.011 -0.031 0.025
C 3.702 -0.652 0.221 0.078 0.008 -0.024
O 1.387 -0.093 0.566 0.531 -0.939 0.437
Ge 0.905 -0.061 -2.326 -0.250 -0.567 -0.032
O -0.046 -1.392 -1.384 0.271 -0.735 -0.409
C -0.155 -2.866 -1.698 0.226 -0.017 0.027
C 0.577 -3.078 -3.009 0.008 0.055 -0.039
C 0.506 -3.616 -0.558 0.024 -0.006 0.099
C -1.631 -3.189 -1.831 -0.041 0.063 0.019
O -0.236 0.885 -1.207 -0.366 0.826 -0.358
C -0.392 2.369 -1.409 0.103 0.216 0.155
C 0.028 3.043 -0.119 0.006 0.002 0.033
C -1.838 2.617 -1.776 -0.083 -0.022 -0.022
C 0.533 2.784 -2.544 0.047 -0.180 -0.018
H 3.970 1.227 2.288 -0.003 0.031 -0.002
H 2.249 1.598 2.426 -0.003 -0.030 0.016
H 3.119 1.936 0.917 0.018 -0.024 -0.018
H 3.500 -1.214 2.956 -0.016 -0.020 0.017
H 2.318 -2.148 2.040 0.006 0.008 -0.028
H 1.784 -0.827 3.101 0.001 0.024 -0.002
H 4.665 -0.834 0.701 0.019 0.009 -0.044
H 3.860 0.090 -0.564 -0.031 0.015 0.007
H 3.374 -1.593 -0.224 -0.013 -0.014 0.049
H 1.635 -2.811 -2.940 0.008 -0.012 0.037
H 0.113 -2.519 -3.827 -0.028 -0.017 0.007
H 0.531 -4.134 -3.277 0.015 0.006 -0.014
H 1.591 -3.505 -0.575 -0.009 0.032 -0.001
H 0.274 -4.678 -0.634 0.031 -0.002 -0.051
H 0.124 -3.288 0.413 -0.059 -0.012 -0.025
H -2.137 -2.456 -2.460 0.025 -0.018 -0.040
H -2.127 -3.232 -0.864 0.017 0.031 0.019
H -1.729 -4.165 -2.306 -0.017 -0.007 0.025
H -0.592 2.703 0.706 0.061 0.091 -0.093
H -0.086 4.123 -0.208 -0.013 -0.008 -0.022
H 1.071 2.828 0.117 -0.009 0.003 -0.009
H -2.511 2.259 -1.001 0.057 0.042 -0.081
H -2.089 2.125 -2.717 0.011 0.009 -0.014
H -1.999 3.688 -1.904 0.033 0.000 -0.032
H 1.586 2.593 -2.314 -0.002 0.058 0.024
H 0.431 3.854 -2.721 -0.024 0.000 0.017
H 0.275 2.284 -3.485 -0.034 0.067 -0.004
O -1.109 1.844 3.831 0.010 0.018 -0.048
C -1.324 1.388 2.632 -0.025 -0.222 0.225
O -0.566 0.581 2.092 -0.054 0.340 0.078
C -2.584 1.943 2.005 0.091 -0.068 -0.041
O -2.894 1.264 0.815 -0.176 -0.014 0.231
C -3.724 0.123 1.017 -0.004 0.125 0.060
C -2.870 -1.006 1.551 1.070 -0.389 -0.473
O -2.993 -1.608 2.557 -0.242 -0.037 0.163
O -1.764 -1.249 0.702 -0.333 0.160 0.141
H -0.301 1.465 4.219 -0.028 0.018 0.018
H -2.407 2.996 1.776 -0.026 0.016 0.004
H -3.387 1.908 2.746 -0.005 -0.042 0.003
H -4.163 -0.132 0.055 0.055 -0.069 -0.023
H -4.514 0.334 1.737 -0.039 -0.040 -0.025
```
Positions in Å, forces in eV/Å.


Below is a 15-piece molecular cluster, C9H47NO17 overall in a non-equilibrium geometry, with properties calculated with ωB97M-V with the def2-TZVPD basis set.

Computed properties:
- Kohn-Sham gap: 9.8203 eV
- LUMO: 0.0044 Eh
- Total charge: 0

Geometry as XYZ:
```
74
Properties=species:S:1:pos:R:3:forces:R:3
C 0.464 -0.573 0.251 -0.530 -0.678 0.802
O 1.897 -0.770 0.158 -0.900 0.135 -1.534
C 2.393 -0.244 -1.107 0.574 1.125 0.031
C 2.733 1.331 -0.972 0.060 -0.250 -1.010
C 1.971 2.215 -2.088 1.443 0.351 0.232
C 1.575 3.649 -1.529 -0.006 -0.157 0.368
C 0.414 3.641 -0.426 0.249 0.009 -0.722
C -0.780 2.764 -0.993 -0.406 0.073 0.110
C -2.153 2.890 -0.186 1.909 0.775 0.098
O -3.227 3.111 -1.159 -0.175 -2.764 -0.287
C -3.708 1.899 -1.723 -3.944 -0.232 0.618
N -2.905 0.902 -2.446 0.849 1.623 0.703
O -4.948 1.682 -1.641 4.505 1.009 -0.269
H 0.186 0.468 0.607 0.464 -1.046 -0.417
H -0.082 -0.787 -0.723 0.843 0.291 0.857
H 0.075 -1.333 1.003 0.522 1.140 -0.804
H 3.335 -0.794 -1.440 -1.239 0.540 0.835
H 1.625 -0.392 -1.929 0.712 0.070 0.966
H 3.852 1.432 -1.178 -1.792 0.031 0.522
H 2.517 1.730 0.064 0.049 -0.727 -1.077
H 2.748 2.396 -2.909 -1.162 -0.244 0.889
H 1.128 1.643 -2.578 0.728 0.762 0.698
H 1.251 4.317 -2.391 0.352 -0.788 1.061
H 2.500 4.118 -1.046 -1.108 -0.594 -0.792
H 0.119 4.736 -0.279 0.034 -1.506 -0.201
H 0.791 3.289 0.587 -0.462 0.160 -1.260
H -0.994 3.122 -2.059 0.304 -0.327 1.414
H -0.508 1.664 -1.078 -0.030 1.437 0.186
H -2.055 3.821 0.467 -0.680 -1.128 -1.070
H -2.355 2.035 0.532 -0.013 0.847 -1.105
H -2.141 1.361 -2.973 -0.455 -0.098 0.601
H -2.410 0.270 -1.793 -0.714 0.323 -0.324
O -0.638 -2.418 2.849 -0.054 -0.049 0.149
H -0.743 -3.366 2.693 -0.050 0.047 -0.030
H -1.011 -2.284 3.730 0.122 0.002 0.003
O 2.411 -3.037 2.668 0.274 0.290 0.141
H 2.551 -2.563 1.836 -0.155 -0.060 -0.065
H 2.541 -2.363 3.346 -0.228 0.066 -0.126
O -1.488 -2.749 5.994 -0.253 -0.031 -0.161
H -1.134 -3.427 6.587 0.167 0.050 -0.047
H -2.407 -2.653 6.271 0.082 -0.022 0.072
O -4.172 2.463 -4.965 0.109 0.062 0.196
H -3.825 1.792 -4.364 -0.179 -0.200 -0.118
H -5.093 2.559 -4.696 0.076 0.032 -0.005
O -4.983 2.730 1.158 -0.061 0.120 0.341
H -5.037 2.731 0.196 -0.139 -0.047 -0.198
H -5.703 3.299 1.451 0.084 -0.090 -0.029
O 5.529 0.813 -2.164 0.581 0.013 -0.176
H 5.926 0.911 -3.041 -0.199 -0.136 -0.084
H 6.253 1.000 -1.557 -0.102 -0.020 0.006
O 0.855 -4.325 7.052 0.095 0.086 -0.115
H 1.234 -4.221 6.170 -0.094 -0.149 0.004
H 1.592 -4.146 7.645 -0.147 -0.031 0.053
O 0.947 -5.619 2.753 -0.267 0.178 -0.078
H 1.325 -4.740 2.894 -0.074 -0.070 -0.201
H 1.387 -5.936 1.957 0.005 -0.027 0.122
O 3.622 -5.279 3.942 0.045 0.279 0.443
H 4.222 -4.988 4.637 0.050 -0.127 -0.109
H 3.130 -4.478 3.701 0.346 -0.278 -0.273
O 6.186 -0.109 -5.120 0.108 -0.150 -0.028
H 6.692 -0.902 -4.908 -0.049 0.074 0.045
H 5.841 -0.282 -6.003 -0.035 0.128 0.080
O -2.883 -5.559 6.788 0.185 -0.022 -0.138
H -1.998 -5.932 6.888 -0.076 -0.004 0.044
H -3.140 -5.805 5.890 -0.048 0.100 0.038
O -1.967 4.627 -5.082 0.053 -0.197 -0.001
H -1.549 4.166 -5.820 0.016 0.045 0.053
H -2.654 4.014 -4.783 -0.126 0.064 -0.165
O -3.025 -4.149 3.686 -0.111 -0.016 0.039
H -2.424 -3.861 4.383 0.077 0.005 0.185
H -3.506 -3.348 3.448 0.016 -0.108 -0.073
O -1.790 3.757 -8.156 -0.169 0.149 -0.040
H -1.867 3.757 -9.117 0.092 -0.057 0.080
H -2.514 4.324 -7.863 0.050 -0.061 0.048
```
Positions in Å, forces in eV/Å.


Below is the molecule C7H14O2 in a non-equilibrium geometry, with properties calculated with ωB97M-V with the def2-TZVPD basis set.

Computed properties:
- Kohn-Sham gap: 9.1981 eV
- LUMO: 0.0332 Eh
- Structure (SMILES): COCOC(C)=C(C)C
- Total charge: 0
- Energy above the lowest of the compared OMol25 structures with the same formula, charge and spin: 113.7 kcal per mole

Geometry as XYZ:
```
23
Properties=species:S:1:pos:R:3:forces:R:3
C 3.387 0.050 -0.754 0.049 2.331 1.832
O 2.977 -0.639 0.489 -0.201 0.268 -1.186
C 1.777 -0.299 1.009 -4.573 0.263 0.294
O 0.835 0.011 -0.164 -0.321 0.471 0.562
C -0.515 0.468 0.006 -0.560 -3.344 0.602
C -0.645 1.897 0.066 2.102 4.549 -1.313
C -1.589 -0.385 0.067 4.561 -2.343 -1.827
C -2.902 0.084 0.107 -4.020 -0.831 1.289
C -1.349 -1.913 -0.250 -1.389 -0.936 0.340
H 4.405 -0.260 -0.776 0.572 -0.780 -1.020
H 3.550 1.190 -0.578 -0.859 -1.616 -0.016
H 2.720 -0.053 -1.629 0.566 -0.526 0.709
H 1.098 -1.175 1.423 2.345 1.264 -0.051
H 1.775 0.598 1.766 0.192 -1.345 -1.469
H 0.430 2.174 -0.515 -2.941 0.078 1.622
H -1.533 2.490 -0.560 2.319 -1.852 1.881
H -0.546 2.283 1.165 -0.360 -0.314 -2.046
H -2.977 1.136 -0.043 -0.277 0.975 1.466
H -3.417 -0.525 0.961 0.451 2.056 -0.670
H -3.596 -0.184 -0.676 0.319 -1.012 -1.028
H -1.490 -2.740 0.607 0.615 2.248 -1.481
H -2.060 -2.367 -1.081 1.300 1.439 1.439
H -0.335 -1.841 -0.638 0.112 -1.043 0.072
```
Positions in Å, forces in eV/Å.


Below is the molecule C7H10O2 in a non-equilibrium geometry, with properties calculated with ωB97M-V with the def2-TZVPD basis set.

Computed properties:
- Kohn-Sham gap: 9.1771 eV
- LUMO: 0.0282 Eh
- Total charge: 0
- Energy above the lowest of the compared OMol25 structures with the same formula, charge and spin: 66.1 kcal per mole

Geometry as XYZ:
```
19
Properties=species:S:1:pos:R:3:forces:R:3
C 0.203 0.465 -1.861 -0.235 -0.274 0.483
C -0.463 -0.202 -0.918 0.273 -0.058 0.004
C 1.858 0.765 -0.351 -3.592 -2.324 1.796
C 2.976 1.095 0.246 0.349 0.343 -0.402
C 0.201 -0.307 0.414 3.306 2.167 -1.633
C -1.796 -0.861 -1.127 -0.004 0.101 -0.175
C -0.394 0.472 1.563 0.045 -0.282 0.011
O 1.430 1.006 -1.610 0.648 0.443 -0.405
O 0.610 -1.560 0.813 -0.357 -0.096 0.189
H -0.131 0.640 -2.872 -0.016 0.025 -0.085
H 3.749 1.663 -0.249 0.129 0.104 -0.145
H 3.158 0.803 1.263 -0.105 -0.136 0.249
H -1.748 -1.587 -1.939 -0.106 -0.060 0.035
H -2.561 -0.128 -1.376 -0.129 -0.031 0.023
H -2.096 -1.379 -0.219 -0.097 -0.075 0.005
H -0.300 -0.125 2.467 -0.037 0.029 0.119
H -1.448 0.674 1.377 -0.094 -0.023 0.041
H 0.112 1.421 1.716 0.014 0.002 -0.064
H 0.919 -2.065 0.052 0.008 0.145 -0.048
```
Positions in Å, forces in eV/Å.


Below is a 8-piece molecular cluster, C13H19Cl12N3O3 overall in a non-equilibrium geometry, with properties calculated with ωB97M-V with the def2-TZVPD basis set.

Computed properties:
- Kohn-Sham gap (spin up / spin down): 1.9447 / 8.2565 eV
- LUMO (spin up / spin down): 0.0748 / 0.0743 Eh
- Expectation value of S²: 0.753
- Total charge: -1
- 2S+1: 2

Geometry as XYZ:
```
50
Properties=species:S:1:pos:R:3:forces:R:3
C -0.213 3.326 1.266 -0.044 -0.012 -0.458
C -0.362 2.850 -0.134 0.308 0.289 1.652
N -0.422 2.468 -1.209 -0.318 -0.058 -0.636
H -1.055 3.024 1.889 -0.112 0.015 -0.265
H -0.136 4.413 1.258 -0.036 -0.040 0.032
H 0.674 2.903 1.738 0.025 -0.033 -0.353
C 0.456 -0.466 -0.728 2.703 0.277 -0.691
C -0.882 -0.771 -0.450 -2.996 -0.626 1.339
N -1.978 -1.044 -0.166 1.498 0.386 -0.495
H 0.584 0.310 -1.483 -0.296 -0.146 -0.216
H 0.998 -1.345 -1.074 -0.244 -0.075 -0.274
H 1.080 -0.128 0.099 -0.689 0.066 0.514
C -5.409 -2.415 1.033 0.948 -0.769 -1.307
C -5.066 -2.245 2.411 -1.058 0.728 -1.132
N -4.851 -1.992 3.493 0.603 0.182 2.099
H -6.114 -1.741 0.546 -0.339 -0.043 0.803
H -5.660 -3.466 0.889 -0.258 0.112 -0.285
H -4.487 -2.227 0.483 0.233 -0.155 -0.200
C -2.092 -0.021 3.681 -0.720 -1.137 0.328
O -0.865 0.220 4.300 1.705 0.896 1.122
C 0.246 0.507 3.631 0.350 -0.885 -1.785
O 0.424 0.473 2.414 -0.638 0.413 1.990
O 1.205 0.761 4.533 -1.546 -0.806 -0.102
C 2.393 1.348 4.096 0.734 1.340 0.924
H -1.997 -0.967 3.146 -0.277 0.598 -1.053
H -2.480 0.886 3.219 0.075 -0.457 -0.610
H -2.759 -0.311 4.492 -0.056 0.377 0.104
H 3.253 0.680 4.114 -0.311 -0.293 -0.561
H 2.553 2.036 4.927 0.545 0.375 -0.201
H 2.272 1.941 3.189 0.159 -0.475 -0.147
C -3.646 1.135 -2.125 0.120 -0.804 0.220
Cl -3.143 -0.112 -3.274 -0.087 0.385 -0.325
Cl -4.899 0.444 -1.082 -0.457 0.129 0.156
Cl -4.249 2.622 -2.891 0.531 -0.482 0.268
H -2.789 1.239 -1.459 -0.087 0.786 -0.361
C 1.219 -4.229 -3.258 -1.352 0.239 -1.125
Cl 0.002 -3.602 -2.164 -0.828 0.496 0.255
Cl 2.556 -4.681 -2.318 1.716 -0.369 0.446
Cl 1.560 -3.060 -4.582 0.013 -0.680 0.739
H 0.746 -5.128 -3.654 0.405 0.245 -0.378
C 5.472 0.710 -0.823 -0.717 -0.481 2.014
Cl 5.896 -0.874 -1.350 0.188 -1.012 -0.148
Cl 3.713 0.821 -0.452 0.021 -0.038 0.265
Cl 5.912 1.865 -1.940 0.659 1.852 -1.750
H 5.972 0.936 0.119 -0.053 -0.264 -0.142
C 3.334 0.675 -4.855 -0.642 0.877 -0.374
Cl 2.353 0.373 -3.376 -1.090 -0.355 1.479
Cl 2.370 0.404 -6.370 -0.902 -0.097 -1.299
Cl 4.851 -0.300 -4.939 1.830 -0.556 0.095
H 3.458 1.757 -4.808 0.783 0.084 -0.171
```
Positions in Å, forces in eV/Å.


Below is a 2-piece molecular cluster, C5H11NO overall, with properties calculated with ωB97M-V with the def2-TZVPD basis set.

Computed properties:
- Kohn-Sham gap: 10.3276 eV
- LUMO: 0.0338 Eh
- Structure (SMILES): C/C=N\C.CC=O
- Total charge: 0
- Energy above the lowest of the compared OMol25 structures with the same formula, charge and spin: 42.0 kcal per mole

Geometry as XYZ:
```
18
Properties=species:S:1:pos:R:3:forces:R:3
C -0.598 -2.241 -1.082 -0.047 -0.153 0.017
C -0.231 -0.787 -0.896 0.167 0.128 0.082
N 0.602 -0.290 -0.079 -0.212 -0.082 -0.197
C 1.352 -1.126 0.832 0.080 -0.158 0.071
H -0.922 -2.687 -0.136 0.098 0.029 -0.074
H -1.417 -2.364 -1.795 0.137 0.178 0.085
H 0.247 -2.830 -1.457 -0.066 0.125 0.109
H -0.735 -0.052 -1.530 -0.003 -0.129 0.009
H 1.004 -0.938 1.856 0.038 -0.054 -0.160
H 1.283 -2.200 0.627 0.030 0.070 0.077
H 2.406 -0.828 0.799 -0.182 -0.057 -0.014
C -0.780 2.301 0.954 -0.028 -0.103 -0.040
C 0.038 2.355 -0.318 -0.205 0.137 -0.007
O -0.441 2.317 -1.427 0.099 0.020 0.354
H -0.794 3.277 1.453 0.048 -0.023 -0.210
H -1.805 2.001 0.721 0.128 0.060 0.032
H -0.337 1.595 1.660 -0.001 0.039 -0.127
H 1.127 2.496 -0.183 -0.080 -0.028 -0.006
```
Positions in Å, forces in eV/Å.


no.,electronic energy (a.u.)
1,-4251.2557
2,-1704.8533
3,-425.4240
4,-423.0945
5,-6418.9502
6,-327.0644